[1]
Computed, not measured: a cluster of 2 separate species, C7H18 in total, with ωB97M-V with the def2-TZVPD basis set.

ORCA input file:
```
! RIJCOSX wB97M-V def2-TZVPD def2/J DEFGRID3
* xyz 0 1
C -0.343 -2.579 0.496
C -0.723 -1.182 1.000
C -1.692 -0.545 -0.008
C -1.342 -1.209 2.386
H -1.248 -3.179 0.456
H 0.454 -3.023 1.094
H 0.114 -2.475 -0.491
H 0.160 -0.538 1.014
H -1.717 0.535 0.134
H -1.462 -0.793 -1.042
H -2.733 -0.857 0.131
H -1.425 -0.195 2.796
H -2.371 -1.573 2.388
H -0.745 -1.768 3.109
C 1.018 2.061 -0.026
C 0.849 1.543 -1.430
C 2.145 1.635 -2.273
H 0.046 2.153 0.468
H 1.321 3.114 -0.082
H 1.696 1.485 0.596
H 0.590 0.478 -1.481
H 0.002 2.001 -1.946
H 2.495 2.662 -2.210
H 2.892 0.994 -1.798
H 2.020 1.257 -3.283
*
```

Values from the calculation:
Maximum force = 1.8 eV Å⁻¹
SMILES = CC(C)C.CCC

These are the Mulliken partial charges, in e, on atoms 1 to 5: atom 1 (C): -1.482, atom 2 (C): 1.362, atom 3 (C): -1.448, atom 4 (C): -1.524, atom 5 (H): 0.342


[2]
Computed, not measured: a structure of composition C7H18AgF2NO10S2, with ωB97M-V with the def2-TZVPD basis set.

ORCA input file:
```
! RIJCOSX wB97M-V def2-TZVPD def2/J DEFGRID3
* xyz -2 1
Ag -0.777 1.107 0.033
N -0.193 -0.435 1.859
S -1.006 -1.494 2.677
O -2.161 -1.052 3.420
O -0.238 -2.592 3.224
F -1.714 -2.204 1.404
S 0.780 0.169 3.114
O 1.989 -0.567 3.435
O 0.123 0.836 4.194
F 1.341 1.332 2.188
C -0.677 3.967 0.467
O -0.835 5.233 0.676
O -1.193 3.114 1.312
O -0.020 3.507 -0.543
C -3.773 1.366 -0.242
C -3.631 0.263 -1.285
O -2.217 0.030 -1.535
H -3.387 1.169 0.753
H -4.863 1.484 -0.129
H -3.451 2.316 -0.665
H -4.112 0.494 -2.241
H -4.032 -0.693 -0.925
H -2.197 -0.767 -2.076
C 3.234 -2.981 -0.397
C 2.206 -2.525 0.611
O 1.336 -1.594 -0.030
H 3.947 -2.231 -0.749
H 2.762 -3.349 -1.313
H 3.800 -3.795 0.067
H 2.726 -2.094 1.469
H 1.599 -3.377 0.928
H 0.674 -1.247 0.630
C 0.854 0.667 -2.854
C 2.183 0.888 -2.168
O 1.994 1.025 -0.756
H 0.068 1.338 -2.496
H 0.546 -0.377 -2.927
H 0.897 1.051 -3.891
H 2.558 1.851 -2.515
H 2.857 0.042 -2.335
H 2.005 0.124 -0.390
*
```

Values from the calculation:
Maximum force = 4.9 eV Å⁻¹

These are the Mulliken partial charges, in e, on atoms 1 to 5: atom 1 (Ag): 1.037, atom 2 (N): -0.131, atom 3 (S): 0.920, atom 4 (O): -0.614, atom 5 (O): -0.637


[3]
Computed, not measured: a structure of composition C7H18AsN4O3S3W, with ωB97M-V with the def2-TZVPD basis set.

ORCA input file:
```
! RIJCOSX wB97M-V def2-TZVPD def2/J DEFGRID3
* xyz 3 1
W -0.343 -1.387 0.307
C 1.015 -5.364 -0.888
C -0.024 -4.578 -0.173
N -1.146 -5.117 0.158
N -1.989 -4.293 0.908
C -2.178 -3.054 0.546
S -2.344 -1.632 1.749
N 0.272 -3.245 0.183
N 1.478 -2.591 0.100
H 0.630 -6.367 -1.059
H 1.929 -5.434 -0.294
H 1.252 -4.908 -1.853
H -2.462 -4.744 1.688
H 2.152 -2.800 0.839
H 1.913 -2.569 -0.826
C 0.505 2.202 1.252
As 1.459 0.575 0.862
C 2.690 0.865 -0.593
C 2.555 0.222 2.408
S -0.448 -1.423 2.613
H 1.240 2.995 1.396
H -0.064 2.069 2.171
H -0.165 2.462 0.437
H 2.932 1.928 -0.623
H 2.262 0.550 -1.539
H 3.603 0.306 -0.392
H 3.302 1.015 2.473
H 3.076 -0.731 2.319
H 1.952 0.246 3.315
C -0.494 1.405 -2.597
S -1.068 -0.156 -2.037
O 0.213 -0.997 -1.673
O -1.430 0.107 -0.506
O -1.917 -2.575 -0.582
H -1.383 2.033 -2.718
H -0.063 1.230 -3.588
H 0.225 1.851 -1.915
*
```

Values from the calculation:
Maximum force = 1.4 eV Å⁻¹

These are the Mulliken partial charges, in e, on atoms 1 to 5: atom 1 (W): 1.750, atom 2 (C): -1.221, atom 3 (C): 0.910, atom 4 (N): -0.561, atom 5 (N): 0.178


[4]
Computed, not measured: a cluster of 2 separate species, C7H18N in total, with ωB97M-V with the def2-TZVPD basis set.

ORCA input file:
```
! RIJCOSX wB97M-V def2-TZVPD def2/J DEFGRID3
* xyz 1 1
C 1.465 -1.424 -3.611
C 1.176 -1.631 -2.174
C 1.183 -0.645 -1.240
N 0.733 -0.896 0.097
H 1.849 -0.419 -3.876
H 2.147 -2.143 -4.073
H 0.518 -1.629 -4.140
H 0.869 -2.648 -1.904
H 1.538 0.383 -1.298
H -0.147 -1.403 0.236
H 1.535 -1.182 0.650
H 0.536 0.046 0.480
C -1.865 1.718 -0.095
C -0.854 1.646 1.076
C -1.145 0.459 2.025
C 0.022 0.107 3.012
H -1.790 0.718 -0.611
H -1.566 2.376 -0.916
H -2.909 1.933 0.223
H -0.855 2.613 1.605
H 0.201 1.643 0.681
H -1.474 -0.442 1.469
H -1.985 0.812 2.580
H 0.776 -0.523 2.532
H -0.497 -0.451 3.822
H 0.540 0.982 3.450
*
```

Values from the calculation:
Maximum force = 2.9 eV Å⁻¹

These are the Mulliken partial charges, in e, on atoms 1 to 5: atom 1 (C): -1.201, atom 2 (C): -0.006, atom 3 (C): -0.149, atom 4 (N): 0.067, atom 5 (H): 0.317


[5]
Computed, not measured: a cluster of 3 separate species, C7H18N2O in total, with ωB97M-V with the def2-TZVPD basis set.

ORCA input file:
```
! RIJCOSX wB97M-V def2-TZVPD def2/J DEFGRID3
* xyz 0 1
C -1.738 -0.203 0.489
C -2.247 0.258 -0.848
C 0.766 -2.115 -0.113
C 0.498 -0.844 0.651
N -2.233 -1.439 0.900
N -1.713 0.738 1.515
O 0.619 -0.757 1.885
H -2.332 -2.147 0.186
H -1.875 -1.750 1.796
H -1.484 1.665 1.181
H -1.024 0.456 2.222
H -1.766 1.185 -1.156
H -3.327 0.434 -0.797
H -2.073 -0.501 -1.611
H 0.550 -1.996 -1.176
H 1.808 -2.422 0.004
H 0.142 -2.921 0.284
C 1.738 0.584 -0.321
C 1.825 1.732 0.645
C 1.469 0.924 -1.767
H 2.584 -0.095 -0.219
H 0.041 0.062 -0.002
H 1.797 1.358 1.673
H 1.325 0.030 -2.377
H 2.760 2.293 0.530
H 0.998 2.434 0.501
H 0.584 1.558 -1.868
H 2.309 1.480 -2.206
*
```

Values from the calculation:
Maximum force = 2.3 eV Å⁻¹

These are the Mulliken partial charges, in e, on atoms 1 to 5: atom 1 (C): 0.269, atom 2 (C): -1.298, atom 3 (C): -1.504, atom 4 (C): 1.186, atom 5 (N): -0.502


| no. | DFT total energy (a.u.) |
| --- | --- |
| 1 | -277.49003 |
| 2 | -2227.72539 |
| 3 | -4218.57145 |
| 4 | -331.96519 |
| 5 | -462.13105 |